## P
Molecular formula: C70H158N10O10
Method: DFT, the ωB97M-V functional and the def2-TZVPD basis

XYZ file:
```
248
C70H158N10O10, DFT the ωB97M-V functional and the def2-TZVPD basis
C -0.61 3.09 3.18
C 0.07 4.45 2.95
C 0.09 4.85 1.46
C -0.82 5.47 3.69
C -0.14 6.77 4.02
C 1.19 6.54 4.74
C 2.14 5.58 3.99
C 2.75 6.31 2.78
C 3.19 5.21 5.03
N 1.38 4.41 3.60
O 2.18 3.34 3.13
H -0.02 2.31 2.71
H -0.75 2.86 4.24
H -1.61 3.12 2.74
H 0.98 4.41 0.99
H -0.80 4.41 1.00
H 0.11 5.92 1.26
H -1.72 5.71 3.13
H -1.07 5.00 4.65
H 0.07 7.28 3.06
H -0.71 7.51 4.59
H 0.90 6.23 5.75
H 1.73 7.49 4.86
H 3.25 5.57 2.16
H 3.46 7.06 3.16
H 2.03 6.81 2.14
H 3.80 6.07 5.32
H 3.92 4.50 4.64
H 2.76 4.80 5.94
H 2.03 2.67 3.82
C -1.51 -2.53 7.12
C -2.46 -2.22 5.96
C -3.83 -1.85 6.59
C -1.86 -0.98 5.29
C -2.37 -0.68 3.86
C -2.19 -1.92 3.02
C -2.83 -3.17 3.61
C -4.36 -3.21 3.38
C -2.18 -4.31 2.79
N -2.48 -3.31 5.00
O -2.86 -4.55 5.58
H -1.51 -3.59 7.39
H -0.47 -2.30 6.91
H -1.83 -2.06 8.05
H -3.78 -0.86 7.04
H -4.58 -1.71 5.80
H -4.24 -2.55 7.32
H -2.13 -0.08 5.86
H -0.78 -1.06 5.18
H -3.41 -0.33 3.88
H -1.83 0.20 3.48
H -1.12 -2.09 2.84
H -2.59 -1.78 2.01
H -4.70 -3.19 2.34
H -4.81 -2.36 3.90
H -4.73 -4.09 3.90
H -2.12 -4.26 1.70
H -2.63 -5.29 2.96
H -1.16 -4.46 3.17
H -2.07 -5.08 5.46
C 0.28 -6.44 -2.96
C -1.04 -5.95 -2.27
C -1.68 -7.16 -1.56
C -0.79 -4.92 -1.17
C -0.72 -3.48 -1.62
C -1.85 -3.17 -2.57
C -1.95 -4.08 -3.79
C -3.32 -3.85 -4.44
C -0.81 -3.73 -4.77
N -1.96 -5.51 -3.32
O -2.16 -6.45 -4.34
H 0.73 -5.55 -3.41
H 0.98 -6.90 -2.27
H 0.05 -7.21 -3.69
H -2.69 -7.00 -1.19
H -1.83 -7.96 -2.29
H -1.09 -7.50 -0.71
H -1.51 -4.97 -0.35
H 0.19 -5.19 -0.76
H -0.63 -2.84 -0.74
H 0.25 -3.32 -2.11
H -1.77 -2.14 -2.92
H -2.81 -3.27 -2.05
H -3.53 -2.82 -4.75
H -4.10 -4.15 -3.74
H -3.50 -4.40 -5.36
H -0.93 -4.30 -5.70
H 0.21 -3.91 -4.45
H -0.96 -2.70 -5.09
H -3.02 -6.82 -4.13
C -5.56 0.92 -1.63
C -6.08 -0.45 -1.13
C -5.83 -1.47 -2.25
C -5.30 -0.98 0.09
C -5.66 -0.26 1.40
C -7.14 -0.41 1.62
C -8.00 0.14 0.48
C -9.39 -0.50 0.66
C -8.08 1.68 0.47
N -7.50 -0.43 -0.80
O -8.29 -0.06 -1.90
H -6.07 1.27 -2.52
H -5.63 1.66 -0.83
H -4.49 0.89 -1.86
H -6.40 -1.21 -3.14
H -4.77 -1.59 -2.46
H -6.30 -2.42 -1.96
H -5.51 -2.04 0.26
H -4.22 -0.90 -0.03
H -5.19 -0.67 2.29
H -5.36 0.79 1.36
H -7.41 0.18 2.51
H -7.40 -1.43 1.89
H -10.12 -0.09 -0.03
H -9.81 -0.25 1.64
H -9.35 -1.58 0.57
H -7.08 2.10 0.54
H -8.66 2.04 1.33
H -8.67 1.99 -0.38
H -8.91 -0.80 -2.02
C 3.23 -5.18 -0.56
C 4.53 -5.60 -1.28
C 4.61 -7.14 -1.21
C 4.38 -5.30 -2.79
C 4.58 -3.81 -3.07
C 5.96 -3.37 -2.59
C 6.22 -3.65 -1.09
C 7.74 -3.65 -0.84
C 5.56 -2.58 -0.23
N 5.77 -5.01 -0.77
O 5.98 -5.37 0.59
H 3.42 -5.19 0.51
H 2.97 -4.14 -0.76
H 2.38 -5.81 -0.80
H 3.77 -7.58 -1.76
H 5.57 -7.51 -1.56
H 4.53 -7.43 -0.16
H 5.14 -5.86 -3.33
H 3.35 -5.54 -3.08
H 4.47 -3.59 -4.14
H 3.78 -3.20 -2.64
H 6.01 -2.28 -2.72
H 6.73 -3.80 -3.22
H 7.89 -3.76 0.24
H 8.21 -2.71 -1.11
H 8.21 -4.47 -1.38
H 5.88 -1.54 -0.27
H 5.56 -2.94 0.80
H 4.48 -2.58 -0.40
H 6.66 -6.04 0.52
C 5.09 3.99 -0.34
C 4.76 4.28 -1.83
C 3.83 5.48 -1.81
C 6.04 4.74 -2.52
C 6.96 3.55 -2.83
C 6.20 2.52 -3.69
C 4.97 1.96 -2.95
C 4.14 1.19 -3.98
C 5.41 1.08 -1.79
N 4.19 3.11 -2.47
O 2.85 2.88 -2.17
H 4.22 3.51 0.13
H 5.92 3.31 -0.20
H 5.28 4.84 0.32
H 4.36 6.41 -1.60
H 3.15 5.56 -2.66
H 3.11 5.38 -0.99
H 5.80 5.31 -3.43
H 6.55 5.48 -1.91
H 7.75 3.93 -3.49
H 7.41 3.23 -1.89
H 6.84 1.71 -4.04
H 5.93 3.09 -4.58
H 4.71 0.50 -4.60
H 3.69 1.90 -4.68
H 3.33 0.62 -3.53
H 4.59 0.88 -1.09
H 6.23 1.47 -1.20
H 5.77 0.13 -2.20
H 2.79 2.24 -1.44
C -1.95 1.30 -0.10
O -0.69 1.40 0.48
C -0.11 0.18 0.87
C 1.07 -0.08 -0.07
C 1.80 -1.36 0.34
N 1.99 1.07 0.02
H -2.38 2.28 -0.27
H -2.72 0.85 0.54
H -2.00 0.60 -0.95
H 0.19 0.17 1.93
H -0.82 -0.65 0.76
H 0.71 -0.17 -1.09
H 1.06 -2.12 0.60
H 2.48 -1.15 1.17
H 2.38 -1.86 -0.45
H 2.29 1.25 0.98
H 1.43 1.89 -0.19
C 1.46 -3.06 3.70
O 1.76 -1.68 3.53
C 2.93 -1.26 4.21
C 3.02 0.26 4.04
C 4.36 0.76 4.55
N 1.90 0.89 4.83
H 1.55 -3.38 4.74
H 2.14 -3.66 3.09
H 0.43 -3.22 3.39
H 2.93 -1.58 5.26
H 3.79 -1.80 3.78
H 2.76 0.55 3.02
H 4.54 0.48 5.59
H 4.40 1.82 4.33
H 5.19 0.28 4.02
H 1.27 0.09 4.95
H 2.25 1.00 5.78
C 2.05 -1.17 -7.14
O 0.87 -0.90 -6.42
C 0.55 0.47 -6.43
C -0.71 0.82 -5.61
C -0.39 0.79 -4.13
N -1.85 -0.08 -5.83
H 2.92 -0.62 -6.74
H 1.99 -0.73 -8.14
H 2.33 -2.22 -7.12
H 1.38 0.97 -5.92
H 0.54 0.94 -7.42
H -1.04 1.82 -5.89
H 0.40 1.49 -3.86
H -0.04 -0.22 -3.86
H -1.22 0.92 -3.44
H -1.47 -0.98 -5.55
H -2.14 -0.11 -6.80
C -4.61 4.95 -0.19
O -4.64 6.09 -1.00
C -3.60 7.00 -0.75
C -3.87 8.38 -1.33
C -4.17 8.20 -2.83
N -2.70 9.24 -1.18
H -4.61 5.23 0.87
H -3.70 4.36 -0.35
H -5.47 4.32 -0.43
H -3.50 7.09 0.35
H -2.64 6.57 -1.07
H -4.77 8.79 -0.88
H -4.02 9.15 -3.35
H -5.18 7.85 -3.01
H -3.52 7.46 -3.31
H -2.43 9.21 -0.20
H -1.91 8.78 -1.64
```

The gap between HOMO and LUMO comes out at 7.9 eV. Its LUMO energy is 0.40 eV. Its SMILES is CC1(C)CCCC(C)(C)N1O.CC1(C)CCCC(C)(C)N1O.CC1(C)CCCC(C)(C)N1O.CC1(C)CCCC(C)(C)N1O.CC1(C)CCCC(C)(C)N1O.CC1(C)CCCC(C)(C)N1O.COC[C@H](C)N.COC[C@H](C)N.COC[C@H](C)N.COC[C@H](C)N.

***

## Q
Molecular formula: C70H158N10O10
Method: DFT, the ωB97M-V functional and the def2-TZVPD basis

XYZ file:
```
248
C70H158N10O10, DFT the ωB97M-V functional and the def2-TZVPD basis
C -2.58 -3.22 -1.55
C -2.41 -4.68 -2.02
C -2.50 -5.70 -0.89
C -3.41 -5.21 -3.16
C -3.08 -4.47 -4.47
C -1.66 -4.80 -4.94
C -0.58 -4.46 -3.97
C 0.78 -5.18 -4.25
C -0.31 -2.96 -4.12
N -0.96 -4.89 -2.57
O -0.04 -4.18 -1.67
H -2.35 -3.09 -0.46
H -1.97 -2.53 -2.11
H -3.64 -2.87 -1.68
H -2.32 -6.65 -1.42
H -1.83 -5.38 -0.14
H -3.55 -5.54 -0.56
H -3.24 -6.28 -3.32
H -4.44 -5.12 -2.73
H -3.71 -4.81 -5.31
H -3.17 -3.37 -4.27
H -1.42 -4.29 -5.86
H -1.65 -5.91 -5.20
H 0.65 -6.24 -3.97
H 1.57 -4.82 -3.64
H 1.09 -5.08 -5.31
H -0.11 -2.74 -5.15
H 0.54 -2.60 -3.48
H -1.23 -2.42 -3.85
H 0.62 -4.80 -1.48
C 2.22 5.05 -0.16
C 0.85 4.94 0.42
C -0.19 4.35 -0.55
C 0.89 4.02 1.65
C 1.59 4.63 2.85
C 0.96 5.99 3.10
C 1.07 6.94 1.96
C 0.39 8.21 2.28
C 2.57 7.30 1.68
N 0.34 6.24 0.89
O 0.36 7.14 -0.26
H 3.00 5.40 0.49
H 2.51 4.10 -0.49
H 2.24 5.76 -0.98
H 0.06 3.35 -0.79
H -1.12 4.35 0.04
H -0.31 4.93 -1.48
H -0.20 3.86 1.99
H 1.24 3.05 1.27
H 1.45 3.93 3.65
H 2.65 4.72 2.56
H 1.37 6.48 3.98
H -0.13 5.70 3.24
H 0.45 8.47 3.36
H -0.66 8.03 1.94
H 0.68 8.99 1.60
H 3.31 6.60 2.04
H 2.72 8.16 2.30
H 2.69 7.52 0.65
H -0.54 7.35 -0.42
C 7.14 2.55 6.11
C 5.79 1.82 5.95
C 5.59 0.81 7.09
C 4.63 2.81 5.99
C 3.33 2.14 5.55
C 3.45 1.69 4.06
C 4.67 0.78 3.87
C 4.18 -0.60 4.19
C 5.19 0.66 2.34
N 5.85 1.22 4.60
O 6.76 0.17 4.69
H 7.84 1.70 6.21
H 7.30 3.15 5.27
H 7.13 3.26 6.98
H 5.45 1.44 7.93
H 4.76 0.15 6.96
H 6.46 0.21 7.31
H 4.54 3.16 7.02
H 4.87 3.64 5.36
H 2.93 1.24 6.05
H 2.46 2.82 5.68
H 3.72 2.57 3.51
H 2.62 1.35 3.53
H 3.52 -0.95 3.40
H 3.66 -0.65 5.05
H 4.97 -1.31 4.34
H 5.29 1.60 1.78
H 4.54 0.02 1.81
H 6.15 0.21 2.47
H 6.35 -0.51 5.21
C -2.50 0.41 -0.11
C -3.43 1.29 0.75
C -2.67 1.63 2.04
C -3.81 2.58 0.06
C -4.81 3.34 0.85
C -6.05 2.50 1.03
C -5.81 1.18 1.72
C -5.68 1.38 3.22
C -7.09 0.24 1.60
N -4.70 0.51 1.04
O -4.31 -0.63 1.83
H -2.11 -0.28 0.61
H -3.17 -0.02 -0.82
H -1.77 0.95 -0.63
H -2.68 0.82 2.75
H -1.65 1.92 1.71
H -3.16 2.47 2.54
H -2.91 3.17 0.08
H -4.11 2.31 -0.90
H -4.37 3.63 1.77
H -4.97 4.29 0.24
H -6.39 2.14 0.07
H -6.86 3.04 1.54
H -5.03 2.28 3.38
H -5.13 0.56 3.79
H -6.55 1.68 3.71
H -7.50 0.09 0.60
H -7.94 0.61 2.31
H -6.79 -0.73 1.93
H -4.23 -1.31 1.17
C 4.70 -0.22 -7.13
C 4.05 -0.07 -5.79
C 2.62 0.28 -5.93
C 4.28 -1.32 -5.04
C 3.83 -1.28 -3.56
C 4.60 -0.19 -2.86
C 4.40 1.19 -3.54
C 2.97 1.87 -3.37
C 5.39 2.24 -2.92
N 4.81 1.03 -5.00
O 4.57 2.24 -5.65
H 4.20 -1.04 -7.61
H 4.58 0.65 -7.74
H 5.81 -0.39 -7.16
H 2.07 0.20 -4.98
H 2.62 1.34 -6.34
H 2.19 -0.30 -6.78
H 3.69 -2.06 -5.67
H 5.26 -1.67 -5.20
H 2.75 -1.18 -3.48
H 3.99 -2.31 -3.16
H 5.64 -0.48 -2.95
H 4.41 -0.03 -1.76
H 2.91 2.48 -2.47
H 2.09 1.23 -3.43
H 3.05 2.58 -4.18
H 5.40 2.12 -1.82
H 5.13 3.24 -3.25
H 6.40 1.87 -3.16
H 5.39 2.66 -5.80
C -5.70 2.58 -4.71
C -6.90 1.59 -4.61
C -7.99 2.33 -3.86
C -7.44 1.03 -5.90
C -6.36 0.13 -6.50
C -6.13 -1.06 -5.50
C -5.66 -0.58 -4.12
C -5.71 -1.69 -3.10
C -4.20 -0.13 -4.27
N -6.63 0.43 -3.72
O -6.20 0.96 -2.43
H -5.00 2.30 -5.47
H -6.19 3.48 -5.03
H -5.19 2.60 -3.68
H -8.84 1.67 -3.62
H -7.53 2.79 -2.99
H -8.38 3.09 -4.50
H -8.37 0.45 -5.76
H -7.71 1.86 -6.62
H -6.50 -0.16 -7.52
H -5.37 0.62 -6.56
H -5.33 -1.63 -5.94
H -7.03 -1.63 -5.40
H -5.12 -2.45 -3.50
H -6.73 -1.90 -2.96
H -5.23 -1.24 -2.20
H -3.99 0.36 -5.22
H -3.60 -1.06 -4.22
H -3.87 0.46 -3.40
H -6.77 0.52 -1.76
C 2.59 -4.13 0.00
O 3.49 -3.56 0.91
C 4.22 -4.47 1.73
C 5.15 -5.40 0.87
C 5.80 -6.46 1.73
N 6.15 -4.65 0.21
H 2.94 -4.20 -1.08
H 1.67 -3.53 -0.09
H 2.27 -5.13 0.25
H 4.69 -3.91 2.50
H 3.46 -5.13 2.24
H 4.46 -5.89 0.15
H 6.36 -7.14 1.12
H 5.10 -7.11 2.26
H 6.52 -5.96 2.45
H 5.67 -3.94 -0.36
H 6.80 -4.14 0.82
C 0.34 -6.87 2.39
O -0.76 -6.09 2.02
C -0.55 -4.69 1.95
C -1.57 -3.79 2.81
C -2.97 -4.21 2.42
N -1.26 -2.43 2.54
H -0.04 -7.94 2.45
H 0.73 -6.58 3.37
H 1.12 -6.87 1.60
H 0.44 -4.39 2.09
H -0.81 -4.33 0.95
H -1.40 -4.04 3.86
H -3.09 -5.26 2.59
H -3.18 -4.05 1.38
H -3.67 -3.68 3.06
H -0.55 -1.99 3.07
H -1.99 -1.92 2.12
C -1.28 3.37 5.13
O -1.49 1.96 5.26
C -0.27 1.23 4.99
C -0.59 -0.28 5.12
C -1.05 -0.61 6.51
N 0.54 -1.11 4.78
H -0.47 3.67 5.83
H -2.26 3.80 5.54
H -0.98 3.78 4.21
H 0.11 1.41 3.92
H 0.52 1.52 5.70
H -1.43 -0.60 4.50
H -1.03 -1.72 6.62
H -2.12 -0.37 6.62
H -0.49 -0.18 7.29
H 1.20 -1.11 5.50
H 0.93 -0.90 3.86
C -0.34 0.27 -2.89
O 0.30 0.65 -1.70
C 0.61 -0.47 -0.85
C 1.10 -0.01 0.52
C 2.34 0.80 0.34
N 1.24 -1.04 1.45
H -1.43 -0.01 -2.72
H 0.10 -0.54 -3.40
H -0.36 1.15 -3.58
H -0.31 -1.10 -0.64
H 1.29 -1.18 -1.32
H 0.33 0.76 0.80
H 3.18 0.21 -0.08
H 2.66 1.18 1.28
H 2.17 1.70 -0.33
H 2.07 -1.55 1.32
H 0.44 -1.65 1.43
```

The gap between HOMO and LUMO comes out at 9.1 eV. Its LUMO energy is 0.53 eV. Its SMILES is CC1(C)CCCC(C)(C)N1O.CC1(C)CCCC(C)(C)N1O.CC1(C)CCCC(C)(C)N1O.CC1(C)CCCC(C)(C)N1O.CC1(C)CCCC(C)(C)N1O.CC1(C)CCCC(C)(C)N1O.COC[C@H](C)N.COC[C@H](C)N.COC[C@H](C)N.COC[C@H](C)N.

***

Preferred: P; penalty for the next structure: 0.1276 hartree.